No. 1
Molecular formula: C31H38AsClN6O3RuS2SeSi
Method: DFT, wB97M-V/def2-TZVPD

Geometry as ORCA input:
```
! RIJCOSX wB97M-V def2-TZVPD def2/J DEFGRID3
* xyz 1 2
Ru -0.153 0.220 1.250
C -1.175 -3.926 4.494
N -1.739 -3.656 3.183
C -2.749 -4.375 2.574
C -2.903 -3.880 1.336
N -1.963 -2.860 1.179
C -1.245 -2.736 2.329
S 0.018 -1.694 2.718
C -1.725 -2.258 -0.088
C -1.797 -3.087 -1.195
C -1.639 -2.535 -2.448
C -1.446 -1.167 -2.548
C -1.384 -0.419 -1.395
N -1.516 -0.943 -0.158
H -1.846 -4.594 5.026
H -1.066 -2.992 5.041
H -0.195 -4.389 4.393
H -3.287 -5.150 3.087
H -3.597 -4.137 0.559
H -1.932 -4.150 -1.064
H -1.647 -3.164 -3.328
H -1.320 -0.683 -3.505
H -1.226 0.649 -1.432
C 1.229 4.052 2.262
As 2.457 2.667 1.750
C 2.869 2.786 -0.120
C 4.077 3.192 2.647
S 2.058 0.666 2.355
H 1.640 4.986 1.876
H 1.185 4.088 3.350
H 0.249 3.863 1.836
H 2.798 3.824 -0.441
H 2.158 2.170 -0.664
H 3.883 2.410 -0.254
H 4.376 4.184 2.310
H 4.862 2.472 2.426
H 3.895 3.209 3.720
Se -0.798 1.911 5.524
N -2.562 2.025 5.460
C -2.925 1.654 4.245
C -4.252 1.617 3.710
C -4.393 1.224 2.422
C -3.259 0.825 1.636
N -2.038 0.821 2.087
C -1.849 1.273 3.382
N -0.629 1.354 3.850
H -5.097 1.903 4.320
H -5.369 1.192 1.959
H -3.390 0.495 0.613
C -1.411 3.630 -3.250
Si -0.980 4.326 -1.569
C -2.445 5.231 -0.849
C 0.519 5.436 -1.671
C -0.578 2.906 -0.476
C -0.342 1.932 0.223
H -1.448 4.417 -4.005
H -2.388 3.144 -3.233
H -0.671 2.896 -3.571
H -2.798 6.011 -1.526
H -2.192 5.702 0.102
H -3.271 4.539 -0.674
H 0.374 6.240 -2.393
H 1.398 4.866 -1.977
H 0.727 5.893 -0.701
C 3.741 -5.315 -2.390
C 2.918 -4.345 -3.184
C 2.303 -4.710 -4.367
C 1.555 -3.790 -5.091
Cl 0.778 -4.284 -6.569
C 1.419 -2.493 -4.648
C 2.016 -2.112 -3.451
C 2.756 -3.031 -2.723
O 3.387 -2.749 -1.548
C 3.072 -1.541 -0.901
C 1.640 -1.505 -0.355
O 1.035 -2.528 -0.116
O 1.225 -0.280 -0.179
H 3.735 -6.298 -2.855
H 3.360 -5.400 -1.372
H 4.773 -4.972 -2.312
H 2.402 -5.723 -4.732
H 0.857 -1.778 -5.232
H 1.892 -1.095 -3.107
H 3.266 -0.672 -1.534
H 3.730 -1.485 -0.031
*
```

- Highest occupied orbital energy (alpha / beta): -9.910 / -9.915 eV
- Relative energy (zero: lowest compared OMol25 entry of this formula, charge and spin): 0.939 eV
- Energy: -8036.32807 Ha
- Frontier orbital gap (alpha / beta): 5.925 / 5.933 eV

---

No. 2
Molecular formula: C32H84BF5N3O13
Method: DFT, wB97M-V/def2-TZVPD

Geometry as ORCA input:
```
! RIJCOSX wB97M-V def2-TZVPD def2/J DEFGRID3
* xyz 1 1
N -3.821 -4.333 -1.336
B -2.521 -4.184 -0.556
O -2.314 -5.077 0.556
N -1.557 -3.139 -1.063
C -1.735 -2.406 -2.317
C -0.603 -1.395 -2.576
N 0.250 -1.588 -1.389
C -0.323 -2.609 -0.522
C 0.355 -3.012 0.867
C -0.131 -1.954 2.005
C -1.026 -0.741 1.446
C -1.422 0.340 2.600
F -0.199 0.958 2.997
F -2.144 -0.288 3.653
C -2.309 1.470 1.828
F -1.586 2.082 0.755
F -2.663 2.527 2.720
F -3.500 0.937 1.263
H -3.570 -4.539 -2.326
H -4.288 -3.398 -1.331
H -1.930 -4.623 1.340
H -2.642 -2.571 -2.982
H -0.441 -0.657 -3.429
H 1.133 -1.046 -1.198
H 0.097 -4.070 1.214
H 1.512 -2.969 0.800
H 0.807 -1.513 2.504
H -0.738 -2.500 2.824
H -2.039 -1.082 0.998
H -0.408 -0.130 0.680
C 0.383 -7.531 -2.999
C -0.118 -8.005 -1.649
O 0.059 -6.984 -0.673
H 1.439 -7.259 -2.942
H 0.259 -8.307 -3.756
H -0.160 -6.635 -3.320
H 0.441 -8.885 -1.322
H -1.179 -8.267 -1.696
H -0.444 -6.212 -0.961
C -5.198 4.334 2.781
C -6.267 4.676 3.799
O -7.478 5.031 3.138
H -5.016 5.182 2.115
H -4.263 4.065 3.274
H -5.517 3.498 2.151
H -5.955 5.525 4.411
H -6.464 3.828 4.460
H -7.754 4.272 2.606
C -10.397 4.940 6.104
C -8.991 4.990 6.666
O -8.205 3.938 6.119
H -10.866 3.979 6.330
H -11.013 5.740 6.521
H -10.382 5.039 5.014
H -9.008 4.870 7.751
H -8.510 5.946 6.432
H -8.188 4.057 5.159
C 4.602 0.611 -3.119
C 3.582 -0.480 -3.373
O 2.530 -0.404 -2.410
H 5.021 0.518 -2.114
H 5.415 0.561 -3.845
H 4.136 1.599 -3.181
H 4.047 -1.465 -3.289
H 3.150 -0.386 -4.374
H 2.119 0.468 -2.498
C 4.097 -10.471 -3.000
C 2.871 -9.600 -3.189
O 2.791 -9.153 -4.536
H 5.004 -9.917 -3.255
H 4.173 -10.818 -1.967
H 4.059 -11.341 -3.662
H 2.923 -8.722 -2.542
H 1.957 -10.153 -2.948
H 2.736 -9.939 -5.103
C -6.688 -3.250 1.912
C -5.287 -3.177 2.485
O -4.489 -4.237 1.968
H -7.153 -4.208 2.157
H -7.313 -2.444 2.305
H -6.665 -3.176 0.820
H -5.313 -3.272 3.572
H -4.811 -2.223 2.233
H -4.464 -4.142 1.007
C -1.486 5.686 1.877
C -2.147 6.697 2.792
O -2.179 7.974 2.166
H -0.468 6.000 1.631
H -1.449 4.700 2.346
H -2.032 5.606 0.931
H -1.588 6.791 3.726
H -3.172 6.397 3.033
H -2.683 7.884 1.346
C 0.336 10.011 0.620
C 0.940 10.771 1.783
O -0.040 11.607 2.385
H -0.060 10.704 -0.127
H 1.082 9.368 0.144
H -0.501 9.392 0.956
H 1.761 11.405 1.441
H 1.329 10.083 2.541
H -0.759 11.037 2.693
C 9.110 3.149 -4.557
C 8.087 2.060 -4.808
O 7.037 2.139 -3.846
H 9.530 3.058 -3.552
H 9.923 3.096 -5.285
H 8.646 4.138 -4.620
H 8.550 1.074 -4.723
H 7.654 2.153 -5.809
H 6.627 3.011 -3.934
C 0.277 8.073 6.511
C 1.052 7.211 5.535
O 2.330 6.893 6.070
H 0.822 8.996 6.724
H -0.707 8.330 6.109
H 0.143 7.554 7.464
H 1.201 7.741 4.591
H 0.517 6.278 5.325
H 2.189 6.416 6.900
C 7.794 0.060 -0.266
C 7.861 1.569 -0.149
O 8.778 2.094 -1.098
H 8.781 -0.382 -0.102
H 7.095 -0.358 0.463
H 7.475 -0.237 -1.270
H 8.201 1.861 0.847
H 6.878 2.019 -0.324
H 8.465 1.839 -1.979
C 2.950 -10.842 -9.547
C 2.240 -11.017 -8.219
O 3.094 -10.626 -7.150
H 3.865 -11.439 -9.574
H 2.307 -11.144 -10.376
H 3.246 -9.799 -9.693
H 1.966 -12.063 -8.068
H 1.328 -10.412 -8.181
H 3.325 -9.696 -7.287
*
```

- Highest occupied orbital energy: -11.113 eV
- Energy: -2935.83394 Ha
- Frontier orbital gap: 6.960 eV

---

No. 3
Molecular formula: C29H29CoN2O4S
Method: DFT, wB97M-V/def2-TZVPD

Geometry as ORCA input:
```
! RIJCOSX wB97M-V def2-TZVPD def2/J DEFGRID3
* xyz -1 4
C 2.780 -0.256 2.273
C 3.040 -0.943 1.020
C 2.784 -0.052 -0.044
H 3.438 -1.950 0.940
C 2.366 1.191 0.487
C 2.341 1.097 1.907
H 2.166 2.092 -0.084
C -0.574 -2.111 2.127
C 0.694 -2.488 1.475
C 0.477 -2.337 0.047
H 1.458 -3.092 1.959
C -0.862 -1.968 -0.182
C -1.498 -1.827 1.076
H 2.914 -0.263 -1.095
H 2.193 1.912 2.607
H 3.116 -0.562 3.260
H -2.561 -1.603 1.229
H 1.221 -2.497 -0.731
H -0.803 -2.283 3.178
Co 0.855 -0.605 2.031
C -1.548 -1.900 -1.547
C -2.954 -2.499 -1.448
C -0.810 -2.724 -2.620
H -2.898 -3.556 -1.164
H -3.445 -2.436 -2.428
H -3.579 -1.979 -0.717
H -0.749 -3.775 -2.311
H 0.202 -2.357 -2.808
H -1.367 -2.668 -3.566
C -1.704 -0.407 -1.980
C -0.458 0.241 -2.564
H -2.013 0.182 -1.100
H -2.527 -0.318 -2.717
O 0.671 -0.246 -2.444
N -0.686 1.376 -3.297
C 0.382 2.324 -3.624
H -1.616 1.773 -3.234
C 1.734 1.691 -3.848
C 2.855 2.318 -3.296
H 2.706 3.241 -2.727
C 4.120 1.730 -3.405
H 4.977 2.225 -2.942
C 4.285 0.522 -4.094
H 5.274 0.049 -4.163
C 3.166 -0.089 -4.681
H 3.264 -1.044 -5.207
C 1.904 0.499 -4.575
H 1.043 -0.008 -5.023
H 0.481 3.054 -2.806
H 0.064 2.874 -4.524
O -1.586 1.199 1.017
C -1.376 1.116 2.239
N -0.179 0.662 2.797
S 0.024 0.912 4.493
O 0.428 -0.322 5.118
O 0.774 2.121 4.720
C -1.712 1.242 4.605
C -2.445 1.318 5.785
C -3.832 1.477 5.679
C -4.443 1.610 4.414
C -3.684 1.580 3.246
C -2.304 1.378 3.354
H -1.924 1.226 6.743
H -4.443 1.494 6.586
H -5.522 1.746 4.346
H -4.096 1.685 2.239
*
```

- Highest occupied orbital energy (alpha / beta): -3.352 / -3.557 eV
- Relative energy (zero: lowest compared OMol25 entry of this formula, charge and spin): 1.195 eV
- Energy: -3313.88178 Ha
- Frontier orbital gap (alpha / beta): 6.000 / 6.204 eV

---

No. 4
Molecular formula: C5H23NO7
Method: DFT, wB97M-V/def2-TZVPD

Geometry as ORCA input:
```
! RIJCOSX wB97M-V def2-TZVPD def2/J DEFGRID3
* xyz 0 1
C 0.020 -2.585 1.857
C -0.047 -1.108 1.311
O -0.537 -0.228 2.221
C 1.486 -0.674 1.055
C 1.654 0.798 0.522
N 0.944 1.797 1.348
C 0.764 3.091 0.568
O -0.141 2.905 -0.480
H -0.254 -3.239 1.135
H -0.511 -2.621 2.791
H 1.186 -2.760 2.148
H -0.728 -1.079 0.357
H -0.845 -0.768 3.057
H 2.056 -0.753 1.934
H 1.829 -1.577 0.419
H 1.145 0.888 -0.437
H 2.787 1.061 0.609
H 0.212 1.421 2.025
H 0.209 3.764 1.268
H 1.718 3.469 0.091
H -0.879 2.374 -0.123
O -1.551 -2.702 -2.232
H -1.389 -3.245 -1.484
H -1.799 -1.858 -1.955
O 2.494 -1.493 -2.147
H 2.459 -0.604 -2.497
H 1.570 -1.824 -1.976
O -2.536 1.050 0.557
H -2.047 0.781 1.361
H -3.366 0.610 0.272
O -2.208 0.021 -1.817
H -1.497 0.170 -2.469
H -1.857 0.572 -1.117
O -0.334 1.695 -2.778
H -0.026 1.563 -1.940
H 0.020 1.088 -3.457
*
```

- SMILES string: C[C@@H](O)CCNCO.O.O.O.O.O
- Highest occupied orbital energy: -8.725 eV
- Relative energy (zero: lowest compared OMol25 entry of this formula, charge and spin): 4.000 eV
- Energy: -785.62507 Ha
- Frontier orbital gap: 8.897 eV

---

No. 5
Molecular formula: C5H11N2O
Method: DFT, wB97M-V/def2-TZVPD

Geometry as ORCA input:
```
! RIJCOSX wB97M-V def2-TZVPD def2/J DEFGRID3
* xyz 1 3
C -0.115 -1.663 -0.278
C 1.463 -0.434 1.209
C 0.465 0.564 1.611
C 0.041 0.525 -1.316
C -0.927 1.576 -1.841
N 0.845 -1.617 0.575
N -0.514 -0.661 -1.078
O -0.667 0.105 2.151
H -0.609 -2.573 -0.442
H 2.283 0.069 0.616
H 2.009 -1.012 2.015
H 0.453 1.548 1.327
H 0.903 0.928 -0.801
H -1.841 0.919 -2.046
H -0.550 2.163 -2.659
H -1.282 2.173 -0.883
H 0.935 -2.532 1.165
H -1.428 -0.724 -1.391
H -1.464 0.645 2.065
*
```

- Highest occupied orbital energy (alpha / beta): -10.999 / -15.783 eV
- Relative energy (zero: lowest compared OMol25 entry of this formula, charge and spin): 1.800 eV
- Energy: -381.47340 Ha
- Frontier orbital gap (alpha / beta): 7.821 / 11.124 eV

---

No. 6
Molecular formula: C2H5Br2P
Method: DFT, wB97M-V/def2-TZVPD

Geometry as ORCA input:
```
! RIJCOSX wB97M-V def2-TZVPD def2/J DEFGRID3
* xyz 0 1
P 1.463 0.727 -0.316
C 0.117 -0.489 0.114
C -1.195 0.019 -0.451
Br -1.617 1.879 0.148
Br -2.555 -1.298 0.073
H 2.639 -0.258 -0.048
H 1.760 1.386 1.070
H 0.142 -0.584 1.240
H 0.496 -1.515 -0.268
H -1.249 0.132 -1.561
*
```

- SMILES string: PCC(Br)Br
- Highest occupied orbital energy: -9.714 eV
- Relative energy (zero: lowest compared OMol25 entry of this formula, charge and spin): 2.337 eV
- Energy: -5568.53709 Ha
- Frontier orbital gap: 10.013 eV

---

No. 7
Molecular formula: C4H8O
Method: DFT, wB97M-V/def2-TZVPD

Geometry as ORCA input:
```
! RIJCOSX wB97M-V def2-TZVPD def2/J DEFGRID3
* xyz 0 1
C -1.411 0.567 0.562
C -0.843 -0.737 -0.039
C 0.612 -0.468 -0.699
C 1.685 0.388 -0.095
O 1.685 -1.016 0.056
H -2.359 0.977 0.181
H -1.367 0.689 1.653
H -0.596 1.073 0.095
H -1.542 -1.139 -0.782
H -0.636 -1.480 0.731
H 0.749 -0.607 -1.785
H 2.537 0.771 -0.676
H 1.486 0.982 0.799
*
```

- SMILES string: CC[C@H]1CO1
- Highest occupied orbital energy: -10.064 eV
- Relative energy (zero: lowest compared OMol25 entry of this formula, charge and spin): 2.274 eV
- Energy: -232.36207 Ha
- Frontier orbital gap: 11.255 eV

---

No. 8
Molecular formula: C7H19BCl2GaO2S
Method: DFT, wB97M-V/def2-TZVPD

Geometry as ORCA input:
```
! RIJCOSX wB97M-V def2-TZVPD def2/J DEFGRID3
* xyz -1 1
C -2.237 -0.801 -2.972
C -1.213 -1.696 -2.320
O -0.821 -1.231 -1.034
B -0.021 -0.097 -0.963
O 0.651 0.239 -2.141
Ga 0.171 0.934 0.892
C -1.177 2.512 0.986
S -2.690 2.325 1.975
C -2.209 2.490 3.712
C -0.861 1.916 4.111
H -1.825 0.165 -3.233
H -2.609 -1.273 -3.879
H -3.086 -0.681 -2.308
H -0.371 -1.828 -2.999
H -1.649 -2.682 -2.176
H 0.835 1.191 -2.156
H -0.082 -0.129 2.078
H 1.671 1.508 1.078
H -1.559 2.645 -0.020
H -0.662 3.440 1.221
H -2.978 1.960 4.262
H -2.248 3.524 4.043
H -0.064 2.273 3.475
H -0.875 0.837 4.115
H -0.631 2.238 5.127
Cl 5.078 -1.775 -2.299
C 3.769 -2.889 -1.812
C 2.693 -2.204 -1.009
Cl 3.261 -1.706 0.600
H 4.222 -3.705 -1.255
H 3.339 -3.288 -2.730
H 1.864 -2.894 -0.853
H 2.314 -1.321 -1.516
*
```

- Highest occupied orbital energy: -3.732 eV
- Energy: -3696.87116 Ha
- Frontier orbital gap: 6.570 eV

---

No. 9
Molecular formula: C3H5NO2
Method: DFT, wB97M-V/def2-TZVPD

Geometry as ORCA input:
```
! RIJCOSX wB97M-V def2-TZVPD def2/J DEFGRID3
* xyz 0 1
C -0.132 1.101 -1.439
C 0.337 -0.195 -0.816
O 0.930 -1.054 -1.414
N -0.001 -0.301 0.549
C 0.296 -1.380 1.315
O -0.188 -1.086 2.529
H -1.226 1.161 -1.416
H 0.206 1.144 -2.474
H 0.265 1.963 -0.893
H -0.495 0.488 0.964
H 0.008 -1.841 3.095
*
```

- Highest occupied orbital energy: -9.253 eV
- Relative energy (zero: lowest compared OMol25 entry of this formula, charge and spin): 1.811 eV
- Energy: -322.50780 Ha
- Frontier orbital gap: 10.046 eV